(1)
Here is the molecule C6H10 from the OMol25 dataset. Energies are from ωB97M-V/def2-TZVPD.

The value obtained for the energy relative to the best compared isomer or geometry (same formula, charge and spin) is 35.5 kcal per mole. Its net charge is 0. The spin multiplicity is 1. As for the SMILES: C[C@@]12CC[C@@H]1C2. The calculation puts the electronic energy at -234.54598 Ha.

Atoms and positions in Å:
C (-1.3319, -0.8360, 1.1344)
C (-0.2210, -0.3657, 0.2122)
C (0.2538, -0.5940, -1.2534)
C (0.4354, 0.9510, -1.3774)
C (0.1435, 1.0966, 0.1126)
C (1.0294, 0.1465, 0.8644)
H (-1.1152, -0.4029, 2.1211)
H (-1.3889, -1.9193, 1.2728)
H (-2.3334, -0.4714, 0.8710)
H (1.2106, -1.1328, -1.2792)
H (-0.3998, -1.0573, -1.9947)
H (-0.3518, 1.3822, -2.0022)
H (1.4069, 1.3326, -1.7154)
H (-0.3569, 1.9353, 0.5909)
H (1.0136, 0.1032, 1.9458)
H (1.9911, -0.0916, 0.4138)

The Löwdin scheme yields these atomic charges, measured in e: -0.030 -0.404 -0.102 -0.138 -0.214 -0.083 0.076 0.073 0.076 0.098 0.100 0.105 0.103 0.133 0.102 0.105

=====

(2)
Here is the molecule C6H10 from the OMol25 dataset. Energies are from ωB97M-V/def2-TZVPD.

The value obtained for the energy relative to the best compared isomer or geometry (same formula, charge and spin) is 94.7 kcal per mole. Its net charge is 0. The spin multiplicity is 1. The calculation puts the electronic energy at -234.45159 Ha.

Atoms and positions in Å:
C (-2.3118, -0.2731, 0.2609)
C (-0.8755, -0.2979, -0.2443)
C (-0.0607, 0.9185, 0.2404)
C (1.3171, 0.8911, -0.3215)
C (2.2359, -0.1032, -0.1900)
C (2.2192, -1.1558, 0.7563)
H (-2.3368, -0.2394, 1.3556)
H (-2.8560, -1.1675, -0.0589)
H (-2.8526, 0.6021, -0.1161)
H (-0.3594, -1.1966, 0.1119)
H (-0.8610, -0.3398, -1.3421)
H (-0.5611, 1.8420, -0.0742)
H (-0.0227, 0.8972, 1.3364)
H (2.9411, -0.0549, -1.0139)
H (1.5676, 1.6702, -1.0432)
H (2.8169, -1.9929, 0.3426)

The Löwdin scheme yields these atomic charges, measured in e: -0.117 -0.266 -0.212 -0.081 -0.271 0.092 0.076 0.071 0.073 0.094 0.113 0.111 0.126 0.087 0.108 -0.006

=====

(3)
Here is the molecule C6H10 from the OMol25 dataset. Energies are from ωB97M-V/def2-TZVPD.

The value obtained for the energy relative to the best compared isomer or geometry (same formula, charge and spin) is 44.5 kcal per mole. Its net charge is 0. The spin multiplicity is 1. As for the SMILES: C[C@@]12CC[C@@H]1C2. The calculation puts the electronic energy at -234.53161 Ha.

Atoms and positions in Å:
C (1.7721, -0.3907, 0.4362)
C (0.4416, 0.1090, -0.0456)
C (-0.4840, -0.6603, -1.0060)
C (-1.6005, -0.6466, 0.0469)
C (-0.7946, 0.4679, 0.7644)
C (0.0384, 1.5187, -0.1212)
H (2.3573, 0.4015, 0.9178)
H (2.3607, -0.7859, -0.3972)
H (1.6213, -1.1899, 1.1692)
H (-0.7774, -0.0347, -1.8532)
H (-0.1061, -1.6212, -1.3429)
H (-1.5786, -1.6177, 0.5789)
H (-2.6438, -0.4957, -0.2593)
H (-1.0157, 0.7764, 1.7761)
H (0.7571, 2.1970, 0.3698)
H (-0.3479, 1.9722, -1.0339)

The Löwdin scheme yields these atomic charges, measured in e: -0.027 -0.476 -0.128 -0.139 -0.147 -0.050 0.078 0.078 0.082 0.106 0.106 0.111 0.095 0.112 0.107 0.092